[1]
ORCA calculation (the ωB97M-V functional and the def2-TZVPD basis) on a gas-phase ion, C5H14N2O (charge +1) at a distorted geometry.

Max |F|: 0.1176 Eh/bohr
HOMO level (alpha / beta): -7.12 / -12.50 eV
Relative energy (zero: lowest compared OMol25 entry of this formula, charge and spin): 4.8590 eV
<S²>: 0.755
Charge: +1
E_LUMO (alpha / beta): -0.122 / -0.127 Ha
Multiplicity: 2

CARTESIAN COORDINATES (ANGSTROEM)
C -0.0854 -1.7045 -0.2954
O -0.0930 -2.3687 -1.5872
C 0.1995 -0.3314 -0.7400
C 0.7131 0.5851 0.2446
C -0.3336 0.9829 1.2719
C -0.5065 0.5129 2.5143
N -1.4020 2.0591 0.8660
N 1.2586 -0.4187 -1.9493
H 0.7488 -2.0066 0.5863
H -1.0322 -1.8453 0.2877
H 0.0568 -3.3371 -1.6110
H -0.6626 -0.0031 -1.3215
H 1.0070 1.4691 -0.4358
H 1.7384 0.2221 0.7930
H 0.2862 -0.2383 2.8183
H -1.3681 0.7591 3.1004
H -2.2432 1.5841 0.5026
H -0.9611 2.7357 0.2208
H -1.5070 2.6185 1.7267
H 2.0319 -1.0230 -1.7469
H 0.6611 -0.8737 -2.8399
H 1.4933 0.6217 -2.4058

Here are the Mulliken charges for atoms 1 to 2, given in e:
1 C -0.60
2 O -0.50

[2]
ORCA calculation (the ωB97M-V functional and the def2-TZVPD basis) on 2 unconnected molecules or ions with the total composition C5H11O2 at a distorted geometry.

Max |F|: 0.0336 Eh/bohr
HOMO level: -3.77 eV
Relative energy (zero: lowest compared OMol25 entry of this formula, charge and spin): 0.5375 eV
Charge: -1
E_LUMO: 0.132 Ha
Multiplicity: 1

CARTESIAN COORDINATES (ANGSTROEM)
C -2.4059 -0.0545 -1.8621
C -2.9032 -0.6008 -0.5427
H -1.6509 0.7138 -1.7132
H -2.0839 -0.8126 -2.5723
H -3.2320 0.4904 -2.3541
H -2.1587 -1.3231 -0.2140
H -3.8190 -1.2023 -0.6142
H -3.1685 0.2027 0.1327
C 2.4446 0.2597 0.4330
C 1.7280 1.2708 1.3427
C 2.3175 -1.1793 0.9796
O 3.2105 -1.4863 1.8059
O 1.3156 -1.8470 0.6421
H 2.1359 0.3885 -0.6155
H 3.5056 0.5140 0.3757
H 0.8731 1.7409 0.8527
H 2.4120 2.0856 1.6110
H 1.4793 0.8393 2.3126

Here are the Mulliken charges for atoms 1 to 2, given in e:
1 C -0.81
2 C -0.77

[3]
ORCA calculation (the ωB97M-V functional and the def2-TZVPD basis) on 10 unconnected molecules or ions with the total composition C48H123N7O20 at a distorted geometry.

Max |F|: 0.0622 Eh/bohr
HOMO level: -8.22 eV
Relative energy (zero: lowest compared OMol25 entry of this formula, charge and spin): 0.0000 eV
Charge: 0
E_LUMO: 0.017 Ha
Multiplicity: 1

CARTESIAN COORDINATES (ANGSTROEM)
C 1.3328 1.9785 0.8458
O 2.2572 2.6852 1.6284
C 2.7020 3.9024 1.0384
C 3.5711 4.7388 1.9365
N 3.1359 5.0940 3.2756
C 1.7649 5.6199 3.2129
C 1.2246 5.8070 4.5826
O 1.6874 6.9011 5.3202
C 3.0216 6.7387 5.8274
H 0.3379 2.4225 0.7905
H 1.0996 1.0079 1.2720
H 1.6588 1.8466 -0.1762
H 1.8062 4.4411 0.7434
H 3.2921 3.6130 0.1616
H 3.8679 5.6395 1.3695
H 4.5236 4.1889 2.0709
H 3.0725 4.2901 3.8710
H 1.0103 4.9192 2.8109
H 1.6800 6.5569 2.6471
H 1.4795 4.8547 5.1079
H 0.1265 5.8921 4.5323
H 3.1448 5.7584 6.2861
H 3.1480 7.5285 6.5855
H 3.8003 6.8282 5.0723
C 2.0239 -2.1238 -3.8232
O 3.1496 -1.5358 -4.3565
C 2.8948 -0.8388 -5.5867
C 3.8354 -1.4432 -6.6824
N 3.5288 -2.8841 -6.9046
C 2.3229 -3.2719 -7.6305
C 2.1329 -4.7929 -7.5847
O 1.7323 -5.1649 -6.3317
C 1.7916 -6.5571 -6.2371
H 1.2360 -1.3639 -3.6642
H 2.2858 -2.5676 -2.8502
H 1.5852 -2.9061 -4.4824
H 3.2753 0.1788 -5.5055
H 1.8356 -0.7911 -5.8554
H 4.8841 -1.4396 -6.3382
H 3.7870 -0.8913 -7.6334
H 3.6497 -3.3823 -6.0175
H 2.4207 -3.0614 -8.7094
H 1.3963 -2.7477 -7.2448
H 3.0923 -5.1698 -7.9538
H 1.3350 -5.0224 -8.3139
H 2.0387 -6.7381 -5.1832
H 2.5893 -6.9463 -6.8612
H 0.8252 -7.0756 -6.4020
C 6.4293 4.0308 -0.8232
O 6.2180 3.5202 0.4842
C 7.4850 3.0961 0.9804
C 7.1497 2.4549 2.3629
N 6.1445 1.3909 2.3277
C 6.6058 0.1378 1.6800
C 5.4625 -0.8636 1.3338
O 4.7279 -0.2547 0.3263
C 3.5189 -0.9200 0.0802
H 6.7052 3.2218 -1.5161
H 7.1267 4.8782 -0.8339
H 5.4529 4.3917 -1.1554
H 8.1735 3.9546 1.1768
H 7.9441 2.4072 0.2588
H 6.8010 3.2299 3.0427
H 8.0120 2.0088 2.8881
H 5.3180 1.7170 1.8187
H 7.3725 -0.3129 2.3240
H 7.1104 0.3361 0.7161
H 4.7896 -1.1056 2.1776
H 5.9458 -1.7822 0.9709
H 2.8590 -0.9176 0.9567
H 3.6963 -1.9541 -0.2477
H 2.9903 -0.3556 -0.7374
C -2.2161 2.9825 6.8994
O -2.2663 1.8797 6.0770
C -3.1640 0.9133 6.6212
C -3.2872 -0.1568 5.6101
N -2.0296 -0.8419 5.3109
C -2.0864 -1.9073 4.2826
C -0.7451 -2.5683 4.1492
O 0.1550 -1.6301 3.5276
C 1.4494 -2.1744 3.3224
H -1.7830 2.7687 7.8912
H -3.1867 3.4816 7.0750
H -1.5634 3.6996 6.3996
H -4.1564 1.3948 6.7893
H -2.8110 0.5506 7.6047
H -3.7315 0.2181 4.6539
H -3.9998 -0.8687 6.0532
H -1.3372 -0.1871 4.9738
H -2.3910 -1.5698 3.2847
H -2.8039 -2.6812 4.6297
H -0.7860 -3.4626 3.5226
H -0.3954 -2.8826 5.1457
H 1.4374 -2.8864 2.5057
H 1.8373 -2.6950 4.1849
H 2.1054 -1.3405 3.0264
C -8.7791 -4.3735 1.0045
O -7.8966 -3.2804 0.8321
C -7.3594 -3.0992 -0.4446
C -6.4452 -1.8754 -0.5691
N -5.2138 -1.8984 0.2746
C -5.4524 -1.5025 1.6908
C -6.2051 -0.1176 1.7653
O -5.9338 0.5920 2.9737
C -6.5837 0.0087 4.0829
H -8.2630 -5.3625 0.8786
H -9.6206 -4.2889 0.3410
H -9.1387 -4.2449 2.0259
H -8.1903 -2.9750 -1.1578
H -6.9005 -4.0575 -0.7547
H -6.9273 -0.8832 -0.5805
H -6.0574 -1.9482 -1.5693
H -4.5015 -1.2847 -0.1369
H -4.5014 -1.4347 2.2266
H -6.0135 -2.2970 2.2159
H -7.2777 -0.1715 1.5863
H -5.7484 0.4674 0.9742
H -7.6588 -0.1089 3.9122
H -6.4501 0.7780 4.8536
H -6.2011 -0.9398 4.4637
C 4.4874 7.3036 -1.3005
O 3.3677 6.4549 -1.4308
C 2.3521 7.0715 -2.2139
C 1.3331 6.0290 -2.5256
N 1.5661 5.0567 -3.6068
C 2.4675 3.9666 -3.3058
C 2.3681 2.8912 -4.3439
O 1.0469 2.4327 -4.4957
C 0.5188 1.6761 -3.4447
H 5.3599 6.8344 -0.8127
H 4.2582 8.2438 -0.7890
H 4.8515 7.5825 -2.3042
H 2.7663 7.5307 -3.1408
H 1.8732 7.8989 -1.6108
H 0.4178 6.5771 -2.8136
H 1.0615 5.4529 -1.6411
H 0.6515 4.6874 -3.8668
H 2.1502 3.5535 -2.3020
H 3.5368 4.2500 -3.2639
H 3.0758 2.1094 -4.0150
H 2.7108 3.3057 -5.3013
H 1.1943 0.8893 -3.0673
H -0.3586 1.1588 -3.8804
H 0.2032 2.2684 -2.5774
C -2.3283 2.7623 2.8478
O -2.6471 2.7964 1.4552
C -2.8381 1.4235 0.9799
C -3.1720 1.4795 -0.5072
N -3.2357 0.1118 -1.0195
C -3.7964 0.0149 -2.3398
C -3.4958 -1.3511 -2.9549
O -2.0894 -1.4149 -3.2545
C -1.7278 -2.6674 -3.8253
H -1.3264 2.3946 3.0663
H -3.0363 2.2202 3.5114
H -2.3732 3.8237 3.0803
H -3.5965 0.9818 1.6202
H -1.8579 0.9310 1.1642
H -2.4220 2.0983 -1.0428
H -4.1368 1.9764 -0.6948
H -2.2835 -0.2265 -1.0001
H -3.4767 0.8042 -3.0627
H -4.8981 0.1233 -2.2306
H -4.1144 -1.5055 -3.8754
H -3.7207 -2.2117 -2.2736
H -0.6308 -2.7758 -3.7863
H -2.0676 -2.7691 -4.8644
H -2.1595 -3.4856 -3.2541
O -3.7419 -4.2510 2.5655
C -3.3630 -5.3496 1.7477
C -4.2143 -5.3999 0.5149
O -3.9535 -4.2071 -0.2447
H -3.0623 -4.0871 3.2291
H -2.2926 -5.3072 1.5316
H -3.5744 -6.2731 2.3107
H -5.2817 -5.4127 0.7705
H -4.0358 -6.2833 -0.1177
H -4.5220 -3.4644 0.0701
O -0.0942 -0.8402 -1.0249
C 0.1726 -1.6988 0.1002
C -1.0456 -2.4691 0.4232
O -1.4621 -3.0742 -0.7693
H -0.6661 -1.2900 -1.6873
H 1.0840 -2.2429 -0.1313
H 0.3807 -1.0190 0.9195
H -1.8141 -1.7836 0.7575
H -0.8485 -3.1786 1.2318
H -2.2740 -3.5568 -0.5265
O -1.1549 -6.6984 -1.3601
C 0.0501 -7.0137 -2.0012
C 0.7821 -5.7043 -2.2763
O 0.7829 -4.7639 -1.2531
H -1.5558 -7.4385 -0.8921
H 0.6602 -7.7238 -1.4341
H -0.2115 -7.4776 -2.9548
H 0.3263 -5.2386 -3.1827
H 1.8396 -5.9056 -2.5168
H -0.0972 -4.3712 -1.1660

Here are the Mulliken charges for atoms 1 to 2, given in e:
1 C -0.36
2 O -0.38